Entry 1:
The following is a DFT calculation (the ωB97M-V functional and the def2-TZVPD basis) of a structure of composition C7H10.

The calculation puts the energy relative to the best compared isomer or geometry (same formula, charge and spin) at 617.2 kJ/mol. The calculation puts the LUMO energy at 0.85 eV. As for the total charge: 0. The HOMO energy is -0.325 hartree. The calculation puts the gap between HOMO and LUMO at 0.3557 Eh.

Each line ends with the natural charge from an NBO analysis.
Element x y z (Å)
C -1.512 -1.240 -0.032  -0.616
C -0.219 -0.746 -0.645  -0.205
C 0.199 0.744 -0.643  -0.223
C -0.653 1.847 -0.049  -0.615
C 0.869 -0.242 0.237  -0.099
C 1.156 -0.259 1.686  -0.082
C 2.225 -0.737 1.029  -0.450
H -2.359 -1.053 -0.703  0.213
H -1.462 -2.319 0.154  0.221
H -1.713 -0.751 0.926  0.226
H 0.067 -1.264 -1.561  0.216
H 0.734 1.025 -1.550  0.220
H -0.049 2.742 0.138  0.221
H -1.466 2.126 -0.730  0.212
H -1.087 1.542 0.907  0.227
H 1.982 -0.893 -0.199  0.277
H 3.288 -0.523 1.036  0.257

Entry 2:
The following is a DFT calculation (the ωB97M-V functional and the def2-TZVPD basis) of a cluster of 2 separate species, C7H10 in total.

The calculation puts the energy relative to the best compared isomer or geometry (same formula, charge and spin) at 453.4 kJ/mol. The calculation puts the LUMO energy at 1.07 eV. As for the total charge: 0. The HOMO energy is -0.325 hartree. The calculation puts the gap between HOMO and LUMO at 0.3646 Eh.

Each line ends with the natural charge from an NBO analysis.
Element x y z (Å)
C 0.059 0.334 2.685  -0.250
C -0.379 0.775 1.650  -0.019
C -0.911 1.293 0.425  -0.324
C -0.197 1.423 -0.699  -0.085
C 1.259 1.115 -0.861  -0.665
H 0.461 0.001 3.617  0.239
H -1.968 1.549 0.426  0.228
H -0.716 1.789 -1.584  0.202
H 1.430 0.526 -1.769  0.225
H 1.827 2.049 -0.957  0.225
H 1.650 0.559 -0.005  0.228
C -0.843 -1.483 -0.956  -0.483
C 0.035 -1.999 -0.097  -0.325
H -1.806 -1.110 -0.622  0.199
H -0.692 -2.268 -1.679  0.234
H -0.193 -2.210 0.931  0.192
H 0.985 -2.342 -0.505  0.179

Entry 3:
The following is a DFT calculation (the ωB97M-V functional and the def2-TZVPD basis) of the molecule C7H10.

The calculation puts the energy relative to the best compared isomer or geometry (same formula, charge and spin) at 219.7 kJ/mol. The calculation puts the LUMO energy at 1.05 eV. As for the total charge: 0. The HOMO energy is -0.311 hartree. The calculation puts the gap between HOMO and LUMO at 0.3494 Eh.

Each line ends with the natural charge from an NBO analysis.
Element x y z (Å)
C -1.351 -0.871 -0.679  -0.201
C -0.233 -0.825 -1.396  -0.181
C 0.826 0.014 -0.736  -0.265
C 1.407 -0.619 0.575  -0.389
C 0.699 0.465 1.420  -0.402
C -0.003 0.990 0.159  -0.209
C -1.441 0.465 -0.012  -0.432
H -2.195 -1.505 -0.936  0.207
H -0.295 -1.026 -2.456  0.210
H 1.574 0.389 -1.441  0.214
H 2.497 -0.623 0.651  0.204
H 1.030 -1.629 0.764  0.211
H 0.010 0.110 2.192  0.200
H 1.388 1.176 1.883  0.206
H 0.098 2.061 -0.045  0.212
H -2.037 0.382 0.862  0.205
H -1.940 1.063 -0.779  0.211

Entry 4:
The following is a DFT calculation (the ωB97M-V functional and the def2-TZVPD basis) of a structure of composition C7H10AgN6Se.

The calculation puts the LUMO energy at 2.60 eV. As for the total charge: -1. The HOMO energy is -0.163 hartree. The calculation puts the gap between HOMO and LUMO at 0.2583 Eh.

Each line ends with the natural charge from an NBO analysis.
Element x y z (Å)
Ag 6.171 11.832 6.439  0.685
C 4.570 6.829 3.427  -0.614
C 5.278 6.269 4.649  -0.213
C 6.746 6.649 4.742  -0.613
C 4.500 6.532 5.933  -0.206
N 4.362 7.898 6.334  -0.207
C 5.185 8.749 6.990  0.176
N 4.623 9.964 6.938  -0.348
N 3.509 9.863 6.155  -0.050
N 3.325 8.594 5.791  -0.095
H 5.054 6.522 2.506  0.206
H 4.585 7.915 3.406  0.223
H 3.527 6.506 3.381  0.207
H 5.218 5.166 4.629  0.190
H 6.855 7.723 4.801  0.237
H 7.317 6.287 3.890  0.212
H 7.137 6.198 5.667  0.204
H 5.070 6.018 6.737  0.205
H 3.498 6.102 5.851  0.224
H 6.090 8.410 7.499  0.259
N 8.298 9.441 6.593  -0.607
C 7.580 10.346 6.522  -0.189
Se 2.737 15.422 6.522  -0.334
C 4.083 14.302 6.366  0.135
N 4.959 13.532 6.293  -0.686

Entry 5:
The following is a DFT calculation (the ωB97M-V functional and the def2-TZVPD basis) of a structure of composition C7H10B2F8N3O4V.

As for the spin multiplicity: 3. The calculation puts the LUMO energy (alpha / beta) at -1.56 / -5.61 eV. As for the total charge: 0. The expectation value of S² is 2.0486. The HOMO energy (alpha / beta) is -0.415 / -0.415 hartree. The calculation puts the gap between HOMO and LUMO (alpha / beta) at 0.3578 / 0.2088 Eh.

Each line ends with the natural charge from an NBO analysis.
Element x y z (Å)
O 0.370 -1.008 -0.171  -0.355
V 0.027 0.504 0.154  1.523
B -1.804 2.438 0.724  1.301
F -1.567 1.296 1.331  -0.468
F -1.717 3.473 1.600  -0.524
F -0.820 2.471 -0.206  -0.517
F -3.003 2.442 0.040  -0.547
B 1.130 0.325 2.550  1.322
F 1.045 0.653 3.893  -0.524
F 0.013 -0.336 2.146  -0.493
F 1.209 1.459 1.709  -0.499
F 2.166 -0.583 2.222  -0.554
O 3.237 2.183 -2.238  -0.598
C 2.194 1.368 -2.222  0.937
O 1.569 1.174 -1.190  -0.598
O 1.882 0.797 -3.300  -0.114
H 3.374 2.046 -1.298  0.516
C 3.681 -2.196 -0.680  -0.725
C 3.781 -3.250 0.332  0.291
N 3.876 -4.119 1.123  -0.320
H 3.019 -1.394 -0.354  0.259
H 3.496 -2.509 -1.708  0.250
H 4.673 -1.746 -0.713  0.245
C -2.389 2.336 -3.153  -0.734
C -1.809 1.250 -2.341  0.490
N -1.373 0.350 -1.715  -0.418
H -1.826 3.262 -3.043  0.274
H -3.416 2.519 -2.838  0.293
H -2.111 2.005 -4.154  0.265
C -3.383 -3.179 2.583  -0.711
C -2.704 -2.243 1.626  0.335
N -2.177 -1.497 0.917  -0.369
H -3.675 -2.704 3.520  0.260
H -2.753 -4.024 2.862  0.257
H -4.214 -3.562 1.990  0.251

Entry 6:
The following is a DFT calculation (the ωB97M-V functional and the def2-TZVPD basis) of a structure of composition C7H10Br2O.

The calculation puts the energy relative to the best compared isomer or geometry (same formula, charge and spin) at 0.0 kJ/mol. The calculation puts the LUMO energy at 0.32 eV. As for the total charge: 0. The HOMO energy is -0.335 hartree. The calculation puts the gap between HOMO and LUMO at 0.3468 Eh.

Each line ends with the natural charge from an NBO analysis.
Element x y z (Å)
C 0.165 -0.537 0.673  -0.258
C -1.112 -0.829 0.336  0.117
C 0.977 0.477 -0.023  0.534
C -1.955 -1.790 1.036  -0.691
C -1.772 -0.277 -0.949  -0.674
C 2.894 1.979 -0.076  -0.612
C 2.018 1.230 0.856  -0.354
O 0.845 0.783 -1.177  -0.548
Br 0.937 -1.301 2.188  0.067
Br 0.780 2.279 1.826  0.044
H -1.680 -2.758 0.725  0.248
H -3.036 -1.720 0.850  0.237
H -1.575 -2.019 2.095  0.249
H -1.044 -0.019 -1.720  0.265
H -2.120 0.786 -0.796  0.246
H -2.384 -1.079 -1.258  0.218
H 2.387 2.716 -0.603  0.223
H 3.133 1.143 -0.704  0.227
H 3.633 2.439 0.474  0.211
H 2.719 0.685 1.499  0.251

no.,F_max (eV Å⁻¹),energy (hartree)
1,0.45,-272.48293
2,2.73,-272.54531
3,1.56,-272.63434
4,2.60,-3149.71993
5,4.91,-2530.95728
6,3.01,-5495.93254